No. 1
This record from OMol25 describes 4 unconnected molecules or ions with the total composition C19H47BBrO5PS. The level of theory is wB97M-V/def2-TZVPD.

Results
SMILES string = OCCCCB(CCCS)P(O)Br.CCOCC.CCOCC.CCOCC
Net charge = 0
Frontier orbital gap = 0.309 hartree
HOMO = -0.31500 Ha
E_LUMO = -0.17 eV
Largest force on an atom = 0.8 eV/Å
Multiplicity = 1
Energy = -4466.702783 Ha

```
75
Properties=species:S:1:pos:R:3:forces:R:3
O -0.1116 -2.5622 0.4313 -0.52 0.05 -0.38
C -0.4978 -1.3099 -0.1634 0.63 -0.01 0.44
C 0.4889 -0.8658 -1.2378 -0.33 0.35 -0.04
C 0.1481 -1.3056 -2.6534 -0.09 -0.19 -0.04
C 0.0924 -2.8221 -2.8768 0.04 0.42 0.07
B 1.3870 -3.6789 -2.7538 -0.11 -0.19 0.35
C 1.2710 -5.2148 -2.5035 -0.12 0.06 -0.06
C 0.5178 -5.5449 -1.1985 0.23 -0.46 -0.08
C 1.4555 -5.6201 0.0067 -0.14 0.23 -0.13
S 2.2372 -7.2562 0.0668 0.01 -0.21 -0.07
P 3.1572 -2.8885 -3.0789 0.09 0.19 -0.41
O 3.9091 -4.2986 -3.4751 -0.05 0.02 0.14
Br 3.8345 -2.6953 -0.9218 -0.16 -0.02 0.21
H 0.7381 -2.4045 0.8438 0.26 -0.10 0.13
H -0.5004 -0.5548 0.6283 -0.22 0.06 -0.01
H -1.5146 -1.4221 -0.5368 -0.02 -0.12 -0.06
H 1.4751 -1.2023 -0.9193 0.12 -0.02 -0.11
H 0.5355 0.2272 -1.2361 0.02 0.01 0.07
H -0.8358 -0.8929 -2.8982 0.03 0.09 -0.05
H 0.8533 -0.8473 -3.3514 0.05 -0.02 -0.01
H -0.2199 -2.9762 -3.9228 0.04 -0.16 -0.04
H -0.7114 -3.2614 -2.2806 -0.04 -0.05 -0.01
H 2.2185 -5.7492 -2.5431 0.04 -0.05 0.07
H 0.6677 -5.6038 -3.3358 0.00 0.04 -0.07
H 0.0434 -6.5201 -1.3278 -0.18 0.04 0.12
H -0.2719 -4.8263 -1.0007 -0.01 0.04 0.03
H 2.2408 -4.8734 -0.0864 -0.01 0.06 0.10
H 0.9062 -5.4425 0.9285 0.00 -0.02 0.05
H 3.4300 -6.8825 0.5313 0.11 0.06 0.08
H 4.8583 -4.1673 -3.4181 0.30 -0.10 -0.26
C 0.2376 4.1105 1.3439 0.09 0.04 -0.02
C 0.4506 2.6080 1.3004 -0.11 0.02 0.03
O 1.6718 2.2117 0.7048 0.00 -0.13 -0.11
C 2.8549 2.6857 1.3213 0.07 0.05 0.03
C 3.0209 2.2470 2.7660 -0.08 -0.03 0.00
H 0.2998 4.5348 0.3408 -0.01 0.00 -0.01
H -0.7451 4.3394 1.7563 -0.02 0.00 -0.01
H 0.9785 4.6133 1.9669 -0.03 0.00 0.04
H -0.3205 2.1471 0.6808 0.00 -0.01 0.00
H 0.3495 2.1771 2.3039 0.04 0.03 0.01
H 2.9188 3.7773 1.2434 -0.03 0.00 0.03
H 3.6655 2.2776 0.7175 -0.01 0.00 -0.01
H 2.2372 2.6482 3.4101 0.02 0.04 0.00
H 3.9780 2.5986 3.1523 0.02 -0.01 -0.01
H 2.9950 1.1589 2.8405 0.01 0.00 0.00
C -4.0228 -4.5949 0.9419 -0.04 -0.05 -0.03
C -3.1572 -4.4367 -0.2955 0.03 0.05 0.01
O -3.1546 -5.5707 -1.1465 0.12 0.00 -0.03
C -4.4079 -5.9541 -1.6799 -0.06 -0.04 -0.02
C -5.0758 -4.8860 -2.5292 0.06 0.06 0.02
H -3.7080 -5.4668 1.5164 0.01 0.01 0.01
H -3.9307 -3.7105 1.5731 0.03 0.00 0.01
H -5.0783 -4.7170 0.6945 -0.01 0.05 0.00
H -2.1170 -4.3002 0.0004 0.00 0.01 0.01
H -3.4449 -3.5380 -0.8562 -0.06 -0.02 0.01
H -5.0826 -6.2847 -0.8817 -0.01 0.04 0.01
H -4.1931 -6.8293 -2.2935 0.01 -0.01 0.01
H -5.3252 -3.9964 -1.9495 -0.04 -0.02 0.02
H -6.0027 -5.2745 -2.9525 0.00 -0.02 -0.02
H -4.4201 -4.5832 -3.3469 0.00 0.00 -0.01
C 0.9286 8.6262 0.3269 0.03 -0.04 0.06
C -0.3704 8.7621 1.1029 -0.01 0.04 -0.06
O -0.4121 8.0051 2.2987 -0.06 -0.07 0.02
C 0.5720 8.3144 3.2684 0.07 -0.01 0.04
C 0.5257 9.7476 3.7695 -0.06 0.02 -0.06
H 1.1248 7.5793 0.0909 0.00 0.00 -0.01
H 0.8628 9.1860 -0.6065 -0.02 -0.01 -0.02
H 1.7830 9.0131 0.8835 -0.01 0.04 -0.01
H -1.1971 8.3800 0.5039 -0.01 0.00 0.01
H -0.5872 9.8172 1.3060 0.04 0.00 0.02
H 1.5734 8.0739 2.8918 0.00 0.03 -0.02
H 0.3728 7.6307 4.0939 -0.01 -0.01 0.00
H 0.7376 10.4670 2.9777 0.05 -0.01 0.00
H 1.2707 9.8903 4.5527 0.00 -0.01 0.02
H -0.4585 9.9771 4.1794 0.00 0.00 0.01
```
Positions in Å, forces in eV/Å.

Mulliken population analysis, charges in e, atoms 1 to 6: -0.43 -0.62 0.61 -1.28 -0.17 0.49



No. 2
This record from OMol25 describes 3 unconnected molecules or ions with the total composition C5H18N2O2 at a distorted geometry. The level of theory is wB97M-V/def2-TZVPD.

Results
Net charge = +3
Frontier orbital gap (alpha / beta) = 0.451 / 0.130 hartree
HOMO (alpha / beta) = -0.86540 / -0.84020 Ha
E_LUMO (alpha / beta) = -11.28 / -19.31 eV
Largest force on an atom = 5.7 eV/Å
Multiplicity = 2
<S²> = 0.7555
Energy = -459.939699 Ha

```
27
Properties=species:S:1:pos:R:3:forces:R:3
C -2.1843 1.5813 -1.0946 1.34 1.80 -1.10
C -1.3223 0.7784 -0.1966 -0.50 2.03 3.00
C -0.2128 0.0355 -0.9068 0.19 -0.38 -4.57
C -0.6379 -1.4344 -1.2731 0.92 -0.20 -0.74
C 0.8532 -2.6860 0.1832 2.48 -0.69 1.94
N -0.3070 -2.3466 -0.1209 -2.77 0.51 -0.51
N -0.4679 1.7546 0.8608 1.02 -3.88 -4.04
H -3.2506 1.5969 -0.8273 -0.35 -0.12 0.34
H -1.8309 2.6583 -1.3638 -0.44 -1.90 0.63
H -2.2159 1.0369 -2.0469 -0.47 0.01 -0.53
H -1.8916 0.0158 0.3394 0.00 0.63 0.79
H 0.7669 0.1297 -0.3466 -0.72 -0.02 -0.57
H -0.2165 0.5668 -1.9718 1.12 -1.08 2.06
H -0.1022 -1.7149 -2.2873 -0.60 0.11 2.15
H -1.7049 -1.6183 -1.5057 0.41 0.51 0.15
H 1.0861 -3.2775 1.1021 -0.52 0.23 -0.95
H 1.7111 -2.3021 -0.3573 -0.07 -0.23 -0.42
H -1.0990 -2.6418 0.5113 0.91 0.10 -1.02
H 0.2714 2.2093 0.2709 -0.55 -0.69 0.81
H -0.1128 1.0251 1.4807 0.76 0.34 0.60
H -0.9121 2.4586 1.3147 -2.52 2.59 2.00
H 2.9482 2.0066 -0.9489 -0.94 0.21 1.93
H 2.8422 2.3888 0.6170 1.91 1.14 1.94
O 2.3622 2.0218 -0.0900 -0.63 -1.17 -4.05
H 1.9837 -0.3128 2.0379 -0.94 -0.50 -0.05
H 0.9090 -0.7785 3.0138 -0.04 -0.01 -1.32
O 1.0462 -0.6407 2.0294 1.01 0.66 1.54
```
Positions in Å, forces in eV/Å.

Mulliken population analysis, charges in e, atoms 1 to 6: -1.11 0.29 -0.07 -0.99 -0.24 0.12



No. 3
This record from OMol25 describes a molecular structure, C6H6N2O4 at a distorted geometry. The level of theory is wB97M-V/def2-TZVPD.

Results
Net charge = -2
Frontier orbital gap = 0.254 hartree
HOMO = -0.01962 Ha
E_LUMO = 6.39 eV
Largest force on an atom = 4.2 eV/Å
Multiplicity = 1
Energy = -642.661154 Ha

```
18
Properties=species:S:1:pos:R:3:forces:R:3
C 0.2305 -0.2423 0.6307 0.32 -0.43 -0.91
C 3.0682 -1.5580 -0.4593 2.29 -1.64 0.69
C -1.7242 0.8642 -0.3028 -0.45 0.41 -0.38
C 2.3696 0.7406 0.2383 0.78 0.21 -1.72
C -0.3988 -1.3311 1.4759 -1.55 1.16 1.73
C -2.3524 1.0495 -1.6801 -2.85 -2.35 -1.92
N 1.5186 -0.1650 0.7709 -3.24 -0.77 1.33
N -0.6010 0.2394 -0.4056 2.54 -1.08 1.10
O 3.2580 0.2214 -0.5488 0.22 0.41 -0.01
O 4.0441 -1.9363 0.1328 -1.77 0.54 -1.06
O -2.2826 1.4752 0.6367 -0.13 -0.23 0.45
O 2.3231 1.9159 0.5438 0.10 1.66 0.49
H -1.2620 -0.9059 2.1251 1.25 -0.49 -1.09
H 0.3224 -1.7671 2.1466 0.43 0.00 0.25
H -0.8231 -2.1353 0.9100 -0.30 -0.33 -0.73
H -2.1547 0.2625 -2.6029 -0.27 1.82 2.64
H -3.4825 1.2853 -1.6264 1.32 -0.99 0.21
H -2.0531 1.9871 -1.9849 1.32 2.10 -1.07
```
Positions in Å, forces in eV/Å.

Mulliken population analysis, charges in e, atoms 1 to 6: 0.65 -0.32 0.58 0.70 -1.13 -0.91



Q: Number 1 is which compound?
A: C19H47BBrO5PS



What did the third record say?
This record from OMol25 describes a molecular structure, C6H6N2O4 at a distorted geometry. The level of theory is wB97M-V/def2-TZVPD.

Results
Net charge = -2
Frontier orbital gap = 0.254 hartree
HOMO = -0.01962 Ha
E_LUMO = 6.39 eV
Largest force on an atom = 4.2 eV/Å
Multiplicity = 1
Energy = -642.661154 Ha

```
18
Properties=species:S:1:pos:R:3:forces:R:3
C 0.2305 -0.2423 0.6307 0.32 -0.43 -0.91
C 3.0682 -1.5580 -0.4593 2.29 -1.64 0.69
C -1.7242 0.8642 -0.3028 -0.45 0.41 -0.38
C 2.3696 0.7406 0.2383 0.78 0.21 -1.72
C -0.3988 -1.3311 1.4759 -1.55 1.16 1.73
C -2.3524 1.0495 -1.6801 -2.85 -2.35 -1.92
N 1.5186 -0.1650 0.7709 -3.24 -0.77 1.33
N -0.6010 0.2394 -0.4056 2.54 -1.08 1.10
O 3.2580 0.2214 -0.5488 0.22 0.41 -0.01
O 4.0441 -1.9363 0.1328 -1.77 0.54 -1.06
O -2.2826 1.4752 0.6367 -0.13 -0.23 0.45
O 2.3231 1.9159 0.5438 0.10 1.66 0.49
H -1.2620 -0.9059 2.1251 1.25 -0.49 -1.09
H 0.3224 -1.7671 2.1466 0.43 0.00 0.25
H -0.8231 -2.1353 0.9100 -0.30 -0.33 -0.73
H -2.1547 0.2625 -2.6029 -0.27 1.82 2.64
H -3.4825 1.2853 -1.6264 1.32 -0.99 0.21
H -2.0531 1.9871 -1.9849 1.32 2.10 -1.07
```
Positions in Å, forces in eV/Å.

Mulliken population analysis, charges in e, atoms 1 to 6: 0.65 -0.32 0.58 0.70 -1.13 -0.91



Q: Among the records above, which one has the highest energy?
A: C5H18N2O2



Q: Which formula does entry 1 have?
A: C19H47BBrO5PS